Formula: C20H22F5N2O3Ti
Source: the Open Molecules 2025 dataset
Level of theory: ωB97M-V/def2-TZVPD

CARTESIAN COORDINATES (ANGSTROEM)
Ti  0.767  -0.682  1.176
C  0.806  -2.196  2.829
C  0.887  -0.912  3.454
C  2.099  -0.315  3.042
C  2.804  -1.262  2.223
C  2.020  -2.428  2.114
C  2.357  -3.699  1.406
C  4.167  -1.035  1.650
C  2.608  1.041  3.413
C  -0.138  -0.322  4.368
C  -0.317  -3.181  2.939
H  1.553  -4.005  0.736
H  2.507  -4.499  2.133
H  3.272  -3.608  0.823
H  4.918  -1.184  2.428
H  4.289  -0.018  1.277
H  4.388  -1.726  0.839
H  3.367  0.956  4.194
H  1.812  1.680  3.789
H  3.071  1.545  2.565
H  0.023  -0.688  5.383
H  -1.150  -0.601  4.077
H  -0.083  0.764  4.385
H  -0.070  -3.938  3.688
H  -0.487  -3.700  1.995
H  -1.249  -2.710  3.248
C  -3.918  1.046  -1.382
C  -2.572  0.483  -1.039
N  -1.942  -0.465  -1.623
O  -2.508  -1.111  -2.665
C  -1.814  1.079  0.098
C  -2.167  2.396  0.699
N  -0.827  0.405  0.555
O  -0.077  0.943  1.591
H  -4.419  0.532  -2.200
H  -3.833  2.091  -1.682
H  -4.587  0.994  -0.522
H  -3.399  -0.769  -2.842
H  -3.027  2.852  0.222
H  -1.310  3.068  0.621
H  -2.368  2.271  1.764
F  4.680  -1.568  -3.910
C  3.682  -1.654  -3.039
C  2.829  -2.753  -3.060
F  3.031  -3.711  -3.951
C  1.783  -2.868  -2.156
F  1.009  -3.947  -2.174
C  1.558  -1.870  -1.208
O  0.616  -1.925  -0.280
C  2.422  -0.786  -1.240
F  2.178  0.174  -0.252
C  3.486  -0.649  -2.104
F  4.285  0.408  -2.047

Properties
net charge	+1
DFT total energy	-2459.080127	Eh

Atomic partial charges in e from the Mulliken method, atoms 1 to 5:
1 Ti 0.441
2 C 0.143
3 C 1.020
4 C 0.634
5 C 1.025

Formula: C46H68F4O20S2
Source: the Open Molecules 2025 dataset
Level of theory: ωB97M-V/def2-TZVPD

CARTESIAN COORDINATES (ANGSTROEM)
F  -18.704  18.734  10.752
C  -19.331  17.592  10.440
C  -19.136  16.398  11.181
C  -19.968  15.319  11.008
C  -21.072  15.445  10.149
C  -21.234  16.576  9.363
C  -20.434  17.678  9.581
H  -18.339  16.222  11.889
H  -19.866  14.542  11.751
H  -21.738  14.613  9.975
H  -22.042  16.574  8.647
H  -20.601  18.586  9.021
F  -24.561  7.539  12.756
C  -24.456  6.267  12.242
C  -24.902  5.153  13.025
C  -24.738  3.830  12.576
C  -24.072  3.648  11.360
C  -23.625  4.739  10.585
C  -23.786  6.014  11.044
H  -25.505  5.247  13.916
H  -25.145  2.908  12.964
H  -24.009  2.683  10.878
H  -23.162  4.574  9.623
H  -23.494  6.935  10.561
F  -24.592  13.238  8.014
C  -24.064  13.154  6.809
C  -22.740  12.721  6.619
C  -22.178  12.732  5.316
C  -22.976  13.175  4.224
C  -24.263  13.575  4.463
C  -24.780  13.595  5.771
H  -22.137  12.395  7.454
H  -21.113  12.556  5.323
H  -22.642  13.196  3.197
H  -24.934  13.894  3.680
H  -25.816  13.862  5.922
F  -21.341  10.364  18.586
C  -21.809  11.281  17.761
C  -21.211  11.633  16.559
C  -21.745  12.617  15.771
C  -22.955  13.204  16.181
C  -23.518  12.877  17.418
C  -23.002  11.902  18.192
H  -20.271  11.136  16.374
H  -21.320  12.887  14.815
H  -23.366  13.906  15.470
H  -24.357  13.483  17.728
H  -23.549  11.567  19.061
C  -24.959  10.187  10.222
S  -23.155  10.471  10.513
O  -22.798  11.909  10.187
C  -23.271  10.422  12.428
H  -25.035  9.994  9.152
H  -25.496  11.113  10.425
H  -25.238  9.272  10.745
H  -22.517  11.018  12.942
H  -23.147  9.443  12.890
H  -24.252  10.671  12.833
C  -27.692  8.472  7.897
S  -28.321  10.107  8.458
O  -28.038  10.287  9.948
C  -27.224  11.221  7.459
H  -28.149  7.691  8.505
H  -26.642  8.397  8.178
H  -27.801  8.312  6.824
H  -26.158  11.090  7.646
H  -27.491  12.241  7.735
H  -27.511  11.244  6.408
C  -21.553  9.356  7.871
O  -22.387  8.219  7.632
C  -23.482  8.347  6.894
O  -24.096  9.382  6.555
O  -23.872  7.082  6.525
C  -24.788  6.953  5.445
H  -21.930  10.267  7.407
H  -20.641  9.066  7.350
H  -21.351  9.432  8.940
H  -24.898  5.922  5.109
H  -24.565  7.571  4.575
H  -25.795  7.105  5.832
C  -27.045  14.294  9.361
O  -27.989  15.191  9.836
C  -29.339  14.940  9.756
O  -29.864  13.903  9.410
O  -30.145  16.036  10.053
C  -31.576  16.023  9.891
H  -27.215  13.322  9.826
H  -26.030  14.650  9.535
H  -26.953  14.194  8.280
H  -31.917  15.069  10.292
H  -31.822  16.044  8.829
H  -31.960  16.930  10.359
C  -28.019  15.601  13.300
O  -27.007  14.585  13.255
C  -25.878  14.898  12.716
O  -25.613  15.951  12.085
O  -24.967  13.938  12.986
C  -23.603  14.046  12.541
H  -28.891  15.179  13.802
H  -28.245  15.977  12.302
H  -27.766  16.500  13.862
H  -23.147  13.056  12.577
H  -22.948  14.796  12.984
H  -23.678  14.299  11.483
C  -19.353  10.957  12.481
O  -18.299  11.876  12.164
C  -17.087  11.488  11.633
O  -16.694  10.328  11.504
O  -16.347  12.558  11.290
C  -15.042  12.368  10.862
H  -20.265  11.468  12.787
H  -19.054  10.185  13.190
H  -19.683  10.358  11.633
H  -14.683  13.319  10.470
H  -14.899  11.572  10.132
H  -14.427  12.025  11.694
C  -27.277  11.246  13.043
O  -26.773  11.227  14.396
C  -27.603  10.771  15.363
O  -28.799  10.410  15.231
O  -26.874  10.813  16.450
C  -27.441  10.385  17.663
H  -27.584  10.266  12.679
H  -26.606  11.614  12.266
H  -28.151  11.894  12.987
H  -26.773  10.633  18.488
H  -27.484  9.302  17.544
H  -28.454  10.694  17.920
C  -25.142  8.200  20.582
O  -25.448  7.960  19.168
C  -24.489  7.924  18.254
O  -23.270  7.986  18.504
O  -25.035  7.967  16.984
C  -24.196  8.127  15.881
H  -24.807  9.229  20.711
H  -24.353  7.531  20.926
H  -26.053  8.006  21.148
H  -24.684  8.282  14.919
H  -23.595  7.218  15.907
H  -23.538  8.993  15.949

Properties
DFT total energy	-4494.046792	Eh

Atomic partial charges in e from the Mulliken method, atoms 1 to 5:
1 F -0.307
2 C 0.120
3 C -0.410
4 C -0.439
5 C -0.037

Formula: C26H31OPPdS4
Source: the Open Molecules 2025 dataset
Level of theory: ωB97M-V/def2-TZVPD

CARTESIAN COORDINATES (ANGSTROEM)
Pd  -2.194  -1.637  -2.080
C  0.677  -1.504  -2.736
C  0.162  -0.659  -3.901
S  -1.677  -0.505  -4.000
C  -2.238  1.170  -3.461
C  -2.726  1.255  -2.019
S  -3.831  -0.162  -1.609
C  -3.571  -0.376  0.202
C  -3.768  -1.832  0.620
S  -3.027  -3.091  -0.517
C  -1.412  -3.752  0.097
C  -0.173  -3.151  -0.560
S  -0.401  -2.953  -2.376
H  0.669  -0.915  -1.825
H  1.691  -1.847  -2.943
H  0.437  -1.073  -4.870
H  0.607  0.334  -3.829
H  -3.025  1.403  -4.178
H  -1.438  1.895  -3.617
H  -3.263  2.193  -1.869
H  -1.889  1.181  -1.327
H  -4.266  0.260  0.751
H  -2.544  -0.063  0.381
H  -4.821  -2.116  0.629
H  -3.391  -1.975  1.633
H  -1.505  -4.820  -0.103
H  -1.340  -3.630  1.178
H  0.694  -3.785  -0.366
H  0.003  -2.148  -0.180
O  -0.585  -0.039  -0.196
P  0.559  0.529  0.630
C  2.094  0.539  -0.306
C  2.335  1.589  -1.195
C  3.424  1.540  -2.052
C  4.281  0.447  -2.024
C  4.051  -0.599  -1.139
C  2.959  -0.556  -0.286
C  0.256  2.216  1.157
C  -1.010  2.780  1.042
C  -1.242  4.073  1.490
C  -0.209  4.804  2.056
C  1.057  4.245  2.180
C  1.291  2.955  1.733
C  0.822  -0.463  2.106
C  2.006  -0.419  2.842
C  2.129  -1.161  4.006
C  1.072  -1.946  4.448
C  -0.114  -1.986  3.728
C  -0.237  -1.246  2.562
H  1.684  2.455  -1.203
H  3.618  2.363  -2.727
H  5.140  0.417  -2.682
H  4.731  -1.440  -1.105
H  2.790  -1.372  0.406
H  -1.824  2.206  0.619
H  -2.229  4.509  1.403
H  -0.388  5.812  2.405
H  1.862  4.815  2.623
H  2.284  2.532  1.827
H  2.838  0.190  2.510
H  3.050  -1.125  4.571
H  1.172  -2.521  5.359
H  -0.942  -2.584  4.088
H  -1.165  -1.255  2.002

Properties
net charge	+2
DFT total energy	-3146.132653	Eh

Atomic partial charges in e from the Mulliken method, atoms 1 to 5:
1 Pd -0.338
2 C -0.039
3 C -0.702
4 S -0.030
5 C -0.829

Formula: C3H10N2S
Source: the Open Molecules 2025 dataset
Level of theory: ωB97M-V/def2-TZVPD

CARTESIAN COORDINATES (ANGSTROEM)
C  2.649  0.783  0.140
C  1.809  -0.282  -0.591
S  1.065  -1.512  0.535
H  3.435  0.233  0.659
H  1.989  1.295  0.833
H  3.161  1.396  -0.600
H  2.404  -0.834  -1.323
H  0.997  0.172  -1.162
N  -2.238  -1.124  0.096
C  -2.669  0.181  0.363
N  -2.527  1.048  -0.571
H  -1.467  -1.122  -0.549
H  -2.904  -1.834  -0.112
H  -3.163  0.363  1.312
H  -2.697  1.955  -0.131
H  0.158  -0.717  1.101

Properties
DFT total energy	-627.969618	Eh
SMILES	[H]/N=C/N.CCS

Atomic partial charges in e from the Mulliken method, atoms 1 to 5:
1 C -0.941
2 C -0.500
3 S -0.229
4 H 0.271
5 H 0.307